Record 1
Below is a 4-piece molecular cluster, C31H55N2O9P overall, with properties calculated with the ωB97M-V functional and the def2-TZVPD basis.

```
! RIJCOSX wB97M-V def2-TZVPD def2/J DEFGRID3
* xyz 0 1
C 1.51156 1.76130 -5.20295
C 1.58587 -3.49772 -1.06444
C 3.79417 4.16633 -2.99978
C -1.64060 2.77520 -1.90961
C -8.59411 1.45851 1.50279
N 1.45739 -1.32196 -2.64717
C -1.35273 -3.03203 0.07395
H -4.26406 1.96935 2.64467
H 5.58430 6.02410 3.10017
O 1.95852 -8.84172 0.15585
H 1.75628 6.45374 -4.27051
H -1.28203 3.72565 -2.51017
O -7.83581 0.29151 1.80102
C -0.55793 -10.95293 0.35353
H 2.38763 5.31984 -5.66640
H 3.15779 3.24470 -3.39141
C 4.95068 5.97110 3.99398
H -3.64484 -4.89761 0.67530
H -2.75200 3.03105 -1.55706
C 2.82884 -9.96654 0.20670
H 3.12529 -10.12401 1.24737
H 2.04914 6.11773 -0.77441
H 4.26532 5.33867 -1.10032
C 1.14762 0.91109 -4.12229
H 2.07515 3.26808 3.97909
H -1.60650 -10.69514 0.52994
H -0.44463 -12.03621 0.44651
H 1.70060 -5.48442 0.36228
H -4.92920 -0.14457 0.14753
H -0.67841 -8.64182 -0.34406
C -0.10178 -9.15617 -1.12203
C 1.35415 -8.68262 -1.13125
H -3.84976 -2.79052 -1.48167
H -0.81955 4.93832 -0.55021
H -1.48035 1.83358 -3.99051
C -0.74302 -1.93996 -1.01431
H 3.32194 2.27141 3.19965
C 2.31119 5.41888 -4.47948
H 1.81870 3.13608 0.33595
P -3.16397 -2.69038 0.68833
C -0.92472 0.14554 -2.39709
C -0.51709 -4.35205 0.60363
O 3.53263 4.29063 2.92515
C 3.14284 3.19849 3.75047
C 1.98001 4.97266 -1.07162
O -4.19941 -2.29532 -0.67636
C -5.22923 2.25518 2.21527
C 0.55481 -0.17133 -2.99404
H -9.36980 1.22013 0.76893
H 1.57754 4.57444 -4.13193
C -0.75778 2.55247 -0.54758
H -0.55474 -8.91727 -2.09006
C 1.29357 4.17996 0.22217
H 1.37344 -7.61100 -1.36098
H 1.93278 -9.20238 -1.90470
H 3.80490 3.49797 -0.79688
C -0.36749 4.05630 0.07222
H -9.07691 1.79816 2.42285
O 5.52476 5.10745 4.97975
O -5.36494 1.69375 0.91464
H -6.03848 1.93907 2.87682
H 0.26618 2.00648 -0.69660
H -7.36798 0.31432 -0.23785
H 1.53057 4.77879 1.21375
N -1.59365 -0.76536 -1.40628
H 3.72746 -9.76832 -0.38560
C 3.51631 4.46790 -1.38743
H 1.71039 2.30400 -6.23010
H 1.24350 4.78306 -1.97975
H -5.18116 -0.14155 1.90181
C -5.54265 0.27456 0.95346
H 3.72022 3.16850 4.67812
C 0.74735 -2.16612 -1.62597
H -1.46088 2.06488 0.25843
H -2.89275 1.15505 -2.94333
H -1.02671 -5.08321 1.36691
H 4.93230 3.83254 -3.12488
C 1.00314 -4.57680 0.02261
H 3.09042 6.27947 2.96315
H 2.89678 5.47345 4.52920
C 3.52819 5.53340 3.63477
C 6.46292 4.19707 4.41732
O 3.63776 5.37759 -3.83818
H 4.90871 6.97349 4.43554
O -3.81324 -4.17051 1.35149
H 2.68773 -3.67376 -1.48305
C -1.74312 1.47409 -2.89947
H -7.96040 2.26498 1.12487
H -5.26089 3.34435 2.12368
H 6.73720 3.46896 5.18563
O -0.18318 -10.57652 -0.96698
C -7.00451 -0.10770 0.70665
H -0.77656 4.17739 1.18178
H 2.33778 -10.87238 -0.15493
H -7.07524 -1.19835 0.63727
H 7.36460 4.73540 4.10942
H 6.04161 3.65990 3.56502
H 0.07430 -10.47180 1.10425
*
```

Calculated values
Calculated total energy (eV): -63712.6961
HOMO energy (eV): -8.5
LUMO level (eV): -1.86
Structure (SMILES): C#Cc1nc2cccc(P(O)O)c2nc1CCCCCCCCOC.COCCOC.COCCOC.COCCOC

***

Record 2
Below is C18H32CaNPSi as an isolated structure, with properties calculated with the ωB97M-V functional and the def2-TZVPD basis.

```
! RIJCOSX wB97M-V def2-TZVPD def2/J DEFGRID3
* xyz 0 1
H -1.54574 -1.92001 5.43300
C 1.42390 1.83412 -2.07515
H 0.65943 4.04144 -4.57575
C -1.55082 -0.91123 5.84848
C 3.47227 -1.43574 -0.13949
H -2.55809 -2.93172 -2.04227
C -2.53045 -0.21203 -1.80951
H -1.63474 3.25379 -4.01562
H -0.70819 -1.60929 -3.35948
C 1.60807 2.80485 -3.06407
H -0.87859 2.32047 5.45775
Si -0.01451 0.04820 5.42798
C 1.55388 -0.90046 5.83139
C 0.00355 1.82702 5.89156
H 2.43217 -0.40784 5.42129
H 3.18361 -1.30918 -3.09114
C -1.56386 -1.12048 -3.85899
H -1.70684 -0.75037 -1.25905
C 2.16469 -1.34274 -2.66316
H -1.22727 -0.12386 -4.17016
P 2.01920 -0.64181 -0.96630
H -3.05326 1.54126 -2.95762
C 0.22562 -0.14210 2.42211
H -1.82495 -1.71979 -4.73064
Ca -0.51200 0.19367 0.23693
H 3.48317 1.05248 -1.91856
H 1.55666 -1.91162 5.42856
C -0.77777 2.85518 -3.45276
H 2.79109 1.53264 -0.36269
C -3.26478 -2.34188 -2.64771
H -3.48827 -2.90192 -3.55704
C 2.54664 1.07397 -1.35971
H -1.67860 -0.99603 6.92971
H 3.60766 -0.99873 0.87161
H 1.69146 -0.97954 6.90824
C 0.13411 1.45614 -1.79610
H 1.49543 -0.79625 -3.34885
C -0.97886 1.87587 -2.47987
H -3.44418 -0.30740 -1.19367
C 0.50820 3.30507 -3.77413
H -0.25452 -1.88682 0.99311
N -2.73106 -1.02679 -3.00062
H -2.43556 -0.41391 5.44018
C -0.03058 0.24668 3.56712
H 3.25895 -2.51866 0.01688
H 0.20617 -1.49715 1.55071
H -4.17475 -2.21176 -2.05516
C -2.36264 1.32802 -2.14556
H 2.60505 3.13832 -3.31653
H 0.00499 1.96802 6.97377
H 0.87779 2.31698 5.45518
H 1.83331 -2.39799 -2.64314
H 4.44581 -1.37208 -0.66303
H -2.80380 1.87611 -1.27272
*
```

Calculated values
Calculated total energy (eV): -56276.8215
HOMO energy (eV): -7.1
LUMO level (eV): 0.03

***

Record 3
Below is one molecule with the formula C3H2ClF, with properties calculated with the ωB97M-V functional and the def2-TZVPD basis.

```
! RIJCOSX wB97M-V def2-TZVPD def2/J DEFGRID3
* xyz 0 1
H -0.36122 0.42327 -0.81051
H -0.32199 0.04973 0.79446
C 1.73347 -0.19556 0.06587
C 0.16290 -0.18450 -0.10203
C 0.89533 -1.44250 -0.36297
F 0.96577 -2.65971 0.06983
Cl 3.08180 0.69089 -0.43633
*
```

Calculated values
Calculated total energy (eV): -18377.8174
HOMO energy (alpha / beta) (eV): -8.8 / -8.8
LUMO level (alpha / beta) (eV): -0.45 / -0.60
Structure (SMILES): FC1=C(Cl)C1

***

Record 4
Below is C6H12N as an isolated structure, with properties calculated with the ωB97M-V functional and the def2-TZVPD basis.

```
! RIJCOSX wB97M-V def2-TZVPD def2/J DEFGRID3
* xyz 1 1
H 2.83691 -1.80380 0.23182
H 2.83454 1.32109 0.64274
H -0.62951 0.47229 -2.12300
H -1.52368 -1.08007 1.02159
H -0.15612 1.99128 0.25696
H -1.36530 1.29627 1.06250
H 0.36984 -0.25885 2.09029
N -0.85003 1.33108 0.21596
C -0.11732 -0.00759 -0.16238
H -2.25909 -0.70704 -0.49201
C 2.29360 0.38236 0.67369
H 0.90422 -0.47782 -2.04735
H 0.82088 1.15798 -1.68715
H -1.51629 1.60641 -0.52242
C 2.32514 -0.88164 0.48572
H -0.87522 -2.00956 -0.37579
C 0.99134 -0.21296 0.82935
C -1.24989 -1.07685 -0.02234
C 0.34868 0.27065 -1.55529
*
```

Calculated values
Calculated total energy (eV): -7896.3898
HOMO energy (eV): -13.8
LUMO level (eV): -3.34

***

Record 5
Below is one molecule with the formula C5H7N, with properties calculated with the ωB97M-V functional and the def2-TZVPD basis.

```
! RIJCOSX wB97M-V def2-TZVPD def2/J DEFGRID3
* xyz 0 1
C 1.22930 -0.26538 0.71078
H -0.78878 0.73285 -1.80387
N 0.75046 0.02918 -0.58590
C -0.86234 1.78562 0.02703
H 0.72478 0.15184 1.58010
C -0.94061 -1.43864 0.25810
H 2.30731 -0.41228 0.77625
H -0.48901 1.90946 1.03960
H -1.71905 2.37224 -0.28063
C 0.47055 -1.34240 -0.04997
H -1.35632 -2.26886 -0.34322
H 1.05125 -2.11832 -0.54528
C -0.37147 0.88142 -0.80793
*
```

Calculated values
Calculated total energy (eV): -6782.5167
HOMO energy (alpha / beta) (eV): -8.2 / -8.2
LUMO level (alpha / beta) (eV): -0.48 / -0.47